[1]
{"formula": "C20H22BrN3O3", "method": "wB97M-V/def2-TZVPD", "smiles": "COc1ccc(N2CCN(C(=O)CNC(=O)c3cccc(Br)c3)CC2)cc1", "fmax_ha_per_bohr": 0.29945, "total_charge": 0, "symbols": ["C", "H", "O", "C", "C", "C", "C", "C", "C", "H", "H", "N", "C", "H", "H", "C", "N", "C", "O", "C", "N", "C", "O", "C", "C", "C", "C", "C", "C", "H", "H", "H", "Br", "H", "H", "H", "H", "C", "H", "H", "C", "H", "H", "H", "H", "H", "H", "H", "H"], "coordinates": [[-3.526, 2.702, 0.013], [-4.467, 2.660, -0.383], [-2.759, 1.832, -0.884], [-1.502, 1.603, -0.771], [-0.900, 0.621, -1.813], [0.388, 0.543, -1.591], [1.148, 1.190, -0.556], [0.569, 2.152, 0.084], [-0.835, 2.310, 0.112], [-1.194, 2.882, 0.938], [1.112, 2.875, 0.954], [2.535, 1.396, -0.840], [3.366, 0.569, -1.989], [2.740, 0.917, -2.726], [4.224, 1.355, -2.170], [3.716, -0.740, -1.491], [3.041, -1.439, -0.483], [2.146, -2.362, -0.720], [2.141, -2.649, -1.989], [1.382, -2.892, 0.484], [0.010, -2.442, 0.315], [-0.473, -1.404, 1.438], [0.380, -0.924, 2.193], [-1.853, -1.052, 1.371], [-2.581, -1.124, -0.173], [-3.814, -0.856, 0.081], [-4.449, -0.480, 1.211], [-3.631, 0.061, 2.300], [-2.422, -0.529, 2.433], [-1.672, -0.375, 3.251], [-4.079, 0.472, 3.161], [-5.525, -0.013, 1.079], [-4.932, -1.073, -1.444], [-2.207, -1.855, -0.859], [-0.581, -2.810, -0.335], [1.917, -2.555, 1.372], [1.404, -4.009, 0.001], [3.160, -0.575, 1.001], [2.257, -0.699, 1.368], [3.925, -0.855, 1.360], [3.399, 0.847, 0.641], [2.775, 1.543, 1.569], [4.275, 1.152, 0.398], [3.589, -1.474, -2.471], [4.737, -0.682, -1.400], [1.038, -0.114, -2.369], [-1.447, 0.181, -2.353], [-3.375, 2.320, 1.035], [-3.151, 3.798, -0.353]]}



[2]
{"formula": "C20H22BrNO4S2", "method": "wB97M-V/def2-TZVPD", "fmax_ha_per_bohr": 0.36945, "total_charge": 0, "symbols": ["C", "C", "H", "H", "O", "C", "C", "C", "C", "C", "C", "O", "S", "O", "O", "C", "C", "C", "C", "C", "C", "H", "H", "Br", "H", "H", "H", "H", "C", "N", "C", "C", "C", "C", "H", "H", "C", "H", "H", "H", "H", "H", "H", "H", "H", "S", "H", "H", "H", "H"], "coordinates": [[0.753, -3.259, 2.191], [1.365, -2.134, 1.604], [1.203, -1.289, 2.187], [2.479, -2.308, 1.514], [0.953, -1.973, -0.007], [0.085, -1.158, -0.322], [-0.881, -0.582, 0.494], [-2.044, -0.175, -0.055], [-2.054, 0.084, -1.433], [-1.073, -0.229, -2.171], [0.205, -1.073, -1.583], [1.169, -1.499, -2.495], [2.408, -0.892, -2.017], [2.534, 0.131, -0.914], [3.314, -2.147, -1.642], [3.223, -0.187, -3.506], [3.688, -1.006, -4.388], [4.188, -0.586, -5.632], [3.836, 0.510, -5.845], [3.326, 1.542, -5.021], [2.827, 0.941, -3.902], [2.557, 1.687, -3.089], [3.111, 2.471, -5.284], [4.539, 1.381, -7.607], [4.643, -1.619, -6.345], [3.943, -2.188, -3.984], [-1.141, 0.076, -3.311], [-2.836, 0.570, -1.691], [-3.044, 0.462, 0.834], [-2.912, 1.290, 1.905], [-3.898, 1.462, 2.852], [-3.545, 1.124, 4.138], [-2.144, 1.872, 4.607], [-1.193, 1.589, 3.417], [-0.202, 2.102, 3.627], [-0.798, 0.342, 3.686], [-1.745, 1.744, 2.060], [-0.774, 1.793, 1.456], [-1.771, 2.944, 2.071], [-1.617, 1.567, 5.551], [-2.315, 3.136, 4.666], [-4.003, 1.631, 4.963], [-3.316, 0.170, 4.205], [-4.890, 1.164, 2.454], [-4.044, 2.562, 2.667], [-4.752, -0.270, 0.629], [-1.041, -0.902, 1.643], [-0.487, -3.065, 2.137], [0.974, -4.367, 1.589], [1.198, -3.438, 3.097]]}



[3]
{"formula": "C20H22CaN9O4S4", "method": "wB97M-V/def2-TZVPD", "fmax_ha_per_bohr": 0.03805, "total_charge": -1, "symbols": ["Ca", "C", "C", "N", "N", "C", "N", "S", "C", "C", "C", "C", "C", "N", "H", "H", "H", "H", "H", "H", "H", "H", "H", "S", "C", "C", "N", "C", "S", "C", "N", "C", "C", "S", "O", "O", "C", "C", "N", "C", "N", "C", "C", "N", "O", "O", "C", "H", "H", "H", "H", "H", "H", "H", "H", "H", "H", "H", "H", "H"], "coordinates": [[0.648, 0.638, -0.140], [-2.045, -2.885, 0.087], [-0.819, -2.050, -0.164], [-0.413, -1.120, 0.630], [-1.056, -0.822, 1.760], [-0.370, -0.093, 2.618], [-1.080, 0.422, 3.673], [1.292, 0.219, 2.598], [-0.060, -2.209, -1.394], [-0.391, -3.166, -2.362], [0.325, -3.213, -3.543], [1.372, -2.324, -3.731], [1.668, -1.441, -2.703], [0.982, -1.381, -1.577], [-2.403, -2.684, 1.094], [-1.830, -3.948, -0.009], [-2.820, -2.609, -0.630], [-1.973, -0.007, 3.859], [-0.522, 0.674, 4.476], [-1.203, -3.857, -2.197], [0.068, -3.930, -4.312], [1.938, -2.312, -4.649], [2.496, -0.747, -2.796], [1.875, 2.273, -1.853], [0.972, 1.829, -3.248], [1.634, 2.156, -4.442], [2.229, 2.465, -5.379], [-0.271, 1.226, -3.328], [-1.325, 0.814, -2.032], [-0.768, 0.864, -4.587], [-1.213, 0.503, -5.587], [-7.624, 4.745, 2.854], [-6.224, 4.190, 2.709], [-5.131, 5.247, 3.733], [-5.542, 5.089, 5.102], [-5.151, 6.569, 3.172], [-3.464, 4.534, 3.550], [-2.895, 4.888, 2.186], [-1.708, 4.120, 1.895], [-1.638, 2.974, 1.167], [-0.387, 2.583, 1.013], [0.394, 3.463, 1.666], [-0.402, 4.431, 2.247], [-0.016, 5.472, 3.086], [-0.895, 6.140, 3.649], [1.191, 5.649, 3.242], [-2.790, 2.233, 0.606], [-8.339, 4.179, 2.260], [-7.633, 5.783, 2.530], [-7.918, 4.712, 3.900], [-5.872, 4.248, 1.684], [-6.138, 3.178, 3.093], [-3.567, 3.462, 3.702], [-2.851, 4.969, 4.338], [-2.653, 5.954, 2.180], [-3.628, 4.702, 1.397], [1.462, 3.364, 1.727], [-3.745, 2.564, 1.007], [-2.657, 1.170, 0.814], [-2.793, 2.336, -0.484]]}



[4]
{"formula": "C20H22Cl5HgIN2O6PS2", "method": "wB97M-V/def2-TZVPD", "fmax_ha_per_bohr": 0.01667, "total_charge": -2, "spin_multiplicity": 2, "symbols": ["Hg", "Cl", "C", "C", "Cl", "C", "Cl", "C", "O", "C", "Cl", "C", "Cl", "O", "S", "O", "O", "O", "I", "C", "C", "N", "N", "C", "H", "H", "H", "C", "P", "C", "C", "H", "H", "H", "H", "H", "H", "H", "H", "H", "C", "C", "C", "C", "C", "C", "C", "S", "C", "O", "H", "H", "H", "H", "H", "H", "H", "H", "H", "H"], "coordinates": [[-0.061, 1.348, 1.531], [-3.613, 7.942, 0.991], [-2.647, 6.518, 0.774], [-2.304, 5.720, 1.863], [-2.804, 6.198, 3.448], [-1.555, 4.566, 1.696], [-1.215, 3.563, 3.069], [-1.091, 4.148, 0.412], [-0.400, 3.101, 0.185], [-1.434, 5.015, -0.664], [-0.851, 4.566, -2.229], [-2.204, 6.150, -0.494], [-2.636, 7.116, -1.861], [-1.689, 0.069, 2.145], [-1.161, -1.323, 1.749], [-2.237, -2.095, 1.155], [-0.585, -1.929, 2.955], [-0.057, -1.057, 0.742], [6.080, 1.016, 4.540], [3.501, 0.740, 4.174], [2.763, -0.428, 4.276], [1.537, -0.225, 3.746], [1.433, 1.026, 3.276], [2.615, 1.609, 3.528], [3.022, -1.386, 4.699], [0.771, -0.899, 3.560], [2.761, 2.637, 3.229], [3.535, 2.029, -0.629], [2.151, 0.969, -0.048], [1.426, 0.508, -1.666], [3.088, -0.511, 0.461], [4.127, 1.489, -1.372], [4.176, 2.291, 0.214], [3.140, 2.944, -1.071], [2.152, 0.007, -2.311], [1.056, 1.417, -2.145], [0.579, -0.147, -1.463], [3.629, -0.937, -0.388], [2.403, -1.248, 0.876], [3.800, -0.212, 1.234], [-4.602, -3.629, -3.429], [-3.270, -3.479, -2.741], [-2.337, -2.548, -3.182], [-1.106, -2.422, -2.549], [-0.809, -3.231, -1.468], [-1.727, -4.156, -1.005], [-2.945, -4.281, -1.649], [0.808, -3.140, -0.684], [1.608, -4.108, -2.008], [0.793, -4.085, 0.464], [-4.711, -2.899, -4.232], [-5.424, -3.482, -2.726], [-4.709, -4.626, -3.863], [-2.572, -1.908, -4.025], [-0.385, -1.696, -2.906], [-1.470, -4.752, -0.139], [-3.667, -5.007, -1.290], [1.015, -4.989, -2.246], [2.585, -4.396, -1.622], [1.724, -3.474, -2.890]]}



Q: Which energy above the lowest of the compared OMol25 structures with the same formula, charge and spin values were calculated for the entries above? A: 376.99 429.95 10.29 26.82, in kcal per mole.
Q: Which E_tot values were calculated for the entries above? A: -3738.78161 -4500.72531 -3839.57138 -5226.13457, in hartree.